No. 1
The following is a quantum chemistry calculation of C37H35Li4N7O5 as an isolated structure in a non-equilibrium geometry, from the Open Molecules 2025 dataset.

XYZ file:
```
88
Properties=species:S:1:pos:R:3:forces:R:3
Li 1.02294 1.52824 1.57245 -0.51 -0.52 -0.42
Li -2.63918 -3.10008 -4.90301 0.14 0.11 0.32
Li -1.53764 1.71835 -3.85030 0.08 -0.17 1.26
Li -2.88385 -3.66390 0.10257 0.50 1.05 0.21
C -1.26216 -0.52482 -0.71904 2.75 0.72 3.15
O -1.19907 -0.86993 0.48116 -1.03 -1.60 3.19
O -1.68155 -1.30027 -1.56126 -3.09 -3.54 -4.75
O -0.64780 0.53577 -0.97389 0.93 3.97 -2.55
C 4.39074 0.92843 -4.74912 0.06 1.40 -1.70
C 4.25022 -0.40254 -4.47159 -0.45 0.17 -0.40
C 5.23915 -1.28175 -4.83233 1.59 -0.97 0.38
C 6.49431 -0.83470 -5.29454 -1.28 2.39 0.39
C 6.65446 0.58868 -5.47918 -0.70 -1.73 -1.52
C 5.53952 1.43418 -5.37694 0.97 -1.18 1.65
N 7.59491 -1.80033 -5.51501 0.50 0.53 0.36
O 7.31560 -2.94985 -5.17423 1.15 1.00 -0.85
O 8.68234 -1.34998 -5.92562 -2.17 -1.34 0.71
H 3.50939 1.55161 -4.78479 -0.08 0.26 0.69
H 3.28636 -0.72433 -4.10576 0.10 -0.38 0.14
H 5.06867 -2.33584 -4.67035 0.21 -0.09 -0.10
H 7.49620 0.96439 -6.04195 0.49 -0.11 0.49
H 5.70235 2.47918 -5.59570 -0.38 0.04 -0.19
N -1.12620 -7.22623 0.82719 1.88 -2.20 -0.17
C 0.20836 -7.04471 0.40764 -1.72 -2.33 0.89
C 1.13019 -8.13711 0.35107 -1.05 0.39 0.09
C 0.68427 -9.42945 0.63277 -1.00 -0.22 0.55
C -0.63506 -9.68187 0.98679 -0.30 2.77 0.80
C -1.48014 -8.52917 1.16066 1.56 0.13 -1.43
H 0.42407 -6.01564 0.16087 0.43 -0.07 -0.01
H 2.18794 -8.10940 0.13475 0.01 0.89 -0.19
H 1.31459 -10.30284 0.71207 0.62 0.26 -0.45
H -0.92830 -10.65489 1.35236 -0.27 -0.02 -0.27
H -2.48224 -8.74751 1.49908 -0.22 0.60 0.11
N 4.80369 0.05796 1.23454 1.39 -0.97 -0.02
C 4.84193 -1.29504 1.52050 0.64 3.45 -0.19
C 6.01952 -2.01078 1.38374 -1.46 -1.54 0.64
C 7.16328 -1.43673 0.97541 1.23 1.06 -1.35
C 7.14179 -0.07453 0.65395 1.33 -0.51 0.65
C 6.01438 0.63716 0.83286 -3.42 -1.21 -0.35
H 3.94061 -1.71991 1.93705 -0.11 -0.11 -0.23
H 5.98647 -3.07113 1.58615 0.06 -0.14 0.05
H 8.01793 -2.04775 0.72516 0.24 0.05 0.35
H 7.98814 0.51988 0.34287 0.39 -0.51 -0.24
H 6.00439 1.60731 0.35842 -0.48 0.50 0.70
N 0.56860 0.97388 5.53595 0.65 -0.40 2.49
C 1.51027 1.23948 6.54840 -3.26 -1.62 0.39
C 1.31369 0.72418 7.89456 2.31 1.00 -2.21
C 0.39603 -0.24338 8.19648 -0.85 0.29 -0.28
C -0.49774 -0.53674 7.19090 -1.18 1.37 -2.11
C -0.44805 0.15320 5.94023 1.72 0.00 1.24
H 2.31342 1.91766 6.30058 0.03 -0.05 0.03
H 2.04223 1.01095 8.63847 0.03 0.19 0.07
H 0.29394 -0.61003 9.20720 0.06 -0.23 -0.04
H -1.44971 -1.04365 7.24737 0.28 -0.69 0.77
H -1.30924 -0.00743 5.30861 0.24 0.15 -0.56
N 1.23935 5.80447 0.87100 0.26 0.03 -0.75
C 1.84771 6.07326 -0.30548 -0.98 0.91 0.37
C 1.80232 7.34594 -0.88365 0.42 -0.72 0.05
C 1.11154 8.39146 -0.27973 -0.52 -0.87 -0.29
C 0.39600 8.09472 0.86596 0.41 -1.26 0.93
C 0.54599 6.78772 1.43190 -0.29 0.84 -0.98
H 2.22141 5.21588 -0.84552 0.49 0.04 0.05
H 2.27149 7.52382 -1.84001 0.13 -0.10 -0.06
H 1.01996 9.29298 -0.86734 -0.02 0.38 0.47
H -0.26786 8.77720 1.37577 0.08 0.21 -0.12
H -0.03034 6.46545 2.28652 0.02 0.40 0.34
N -4.70785 4.08434 -3.08050 -1.87 1.07 -0.57
C -5.39233 3.95274 -1.89709 1.03 1.68 -1.10
C -6.24200 4.95337 -1.42611 0.46 -0.28 -0.27
C -6.39922 6.09902 -2.17294 -1.57 0.48 0.60
C -5.93250 6.19170 -3.45641 1.56 -0.70 -0.61
C -5.09744 5.17527 -3.89175 0.02 -1.99 1.91
H -5.16569 3.17220 -1.18589 0.32 -0.54 -0.49
H -6.71932 4.85393 -0.46244 0.01 -0.02 0.03
H -7.04132 6.87003 -1.77339 0.06 0.24 0.05
H -6.02418 7.02027 -4.14303 -0.55 0.22 0.29
H -4.82443 5.20264 -4.93633 0.75 -0.32 0.08
N -6.68867 -3.03979 0.82135 -1.20 0.22 0.63
C -7.33731 -2.30732 -0.14808 1.66 -0.96 2.40
C -8.59025 -1.84025 0.03315 -3.39 -0.07 0.02
C -9.44637 -2.27975 1.06968 2.90 -1.26 1.09
C -8.78840 -3.09013 2.06369 -0.71 0.78 -1.32
C -7.42331 -3.36942 1.95990 0.03 0.79 -2.83
H -6.82201 -1.99075 -1.04287 0.48 -0.33 0.03
H -9.06421 -1.28761 -0.76457 0.14 0.33 -0.11
H -10.50297 -2.06272 1.12358 0.08 0.12 -0.07
H -9.34439 -3.58551 2.84591 -0.09 0.30 0.23
H -6.95266 -3.95120 2.73863 0.34 0.01 -0.14
```
Positions in Å, forces in eV/Å.

Kohn-Sham gap ... 3.04 eV
Total charge ... +2

Now the Mulliken charges, all in e: 0.90, 0.95, 0.88, 0.88, 0.64, -0.77, -0.86, -0.73, -0.39, -0.42, -0.23, 0.11, -0.35, -0.44, 0.92, -0.56, -0.54, 0.32, 0.41, 0.41, 0.39, 0.37, -0.46, -0.20, -0.45, -0.12, -0.40, -0.13, 0.39, 0.34, 0.35, 0.36, 0.33, -0.43, -0.22, -0.29, -0.30, -0.28, -0.24, 0.38, 0.33, 0.38, 0.35, 0.33, -0.49, -0.23, -0.32, -0.28, -0.31, -0.08, 0.36, 0.34, 0.39, 0.31, 0.34, -0.49, -0.20, -0.28, -0.29, -0.39, -0.13, 0.36, 0.34, 0.37, 0.36, 0.36, -0.50, -0.20, -0.31, -0.25, -0.36, -0.14, 0.36, 0.35, 0.37, 0.36, 0.33, -0.45, -0.06, -0.42, -0.25, -0.31, -0.19, 0.30, 0.31, 0.41, 0.34, 0.34

No. 2
The following is a quantum chemistry calculation of C58H51F6N3O3P2PbSi as an isolated structure, from the Open Molecules 2025 dataset.

XYZ file:
```
125
Properties=species:S:1:pos:R:3:forces:R:3
Pb -0.09957 -0.15392 -0.31888 -0.07 0.04 -0.38
C 1.97950 -0.70762 3.31061 -0.04 0.01 0.03
Si 2.04646 0.08319 1.57700 0.08 0.00 0.02
C 2.22543 1.94984 1.96715 0.08 -0.09 0.00
C 3.47365 2.50307 2.26879 0.01 0.07 -0.06
C 3.61051 3.82984 2.64806 -0.04 0.01 0.01
C 2.48602 4.63813 2.75172 0.02 -0.02 0.00
C 1.23604 4.11495 2.46175 0.01 0.00 -0.07
C 1.10255 2.78709 2.05491 -0.06 0.02 -0.02
P -0.52709 2.01784 1.72757 0.02 -0.04 0.13
C -0.88222 1.27673 3.36578 -0.03 0.06 0.02
C -1.70035 0.15289 3.39968 -0.05 0.01 0.08
C -1.99048 -0.48276 4.59979 0.01 -0.02 -0.02
C -1.45155 0.00113 5.78271 0.00 -0.01 0.00
C -0.63022 1.12137 5.75994 0.00 0.01 0.00
C -0.34750 1.75630 4.55990 -0.01 0.03 0.00
C -1.68861 3.41544 1.64790 -0.07 -0.05 0.05
C -2.84063 3.46036 2.42871 -0.02 0.02 0.02
C -3.74168 4.50799 2.28670 0.00 -0.01 -0.01
C -3.49700 5.51759 1.36827 0.00 0.00 0.00
C -2.35295 5.47233 0.58223 -0.02 0.02 -0.01
C -1.46076 4.42241 0.71312 -0.01 0.02 -0.02
C 3.78041 -0.38860 0.91567 0.03 0.04 0.03
C 4.80433 -0.71795 1.81687 0.01 -0.03 0.03
C 6.09724 -0.98006 1.39767 0.00 0.01 0.00
C 6.41420 -0.91499 0.04535 -0.01 0.01 -0.01
C 5.42165 -0.61358 -0.86750 0.01 -0.01 0.02
C 4.11471 -0.36000 -0.44336 0.02 -0.05 0.01
P 2.81259 -0.11660 -1.71551 0.06 -0.01 0.03
C 3.10109 -1.65341 -2.67742 0.02 0.01 -0.01
C 2.57900 -2.81698 -2.11192 -0.01 0.01 0.01
C 2.76230 -4.04750 -2.71965 0.00 -0.01 -0.01
C 3.46775 -4.13341 -3.91235 0.00 -0.01 0.01
C 3.99932 -2.98506 -4.47931 0.00 0.01 -0.01
C 3.82388 -1.75235 -3.86315 -0.01 -0.01 0.00
C 3.49412 1.22389 -2.74331 0.04 0.00 0.00
C 3.08531 1.38873 -4.06717 -0.01 0.02 0.03
C 3.49954 2.48601 -4.80420 -0.02 0.00 -0.02
C 4.31905 3.44370 -4.22449 0.00 0.02 -0.01
C 4.72012 3.29679 -2.90585 0.00 0.02 0.01
C 4.31033 2.19591 -2.16826 -0.01 0.02 0.00
H 2.66567 -0.19934 3.99445 0.00 -0.02 0.02
H 2.24794 -1.76707 3.28683 0.01 0.00 -0.02
H 0.97471 -0.62351 3.73311 0.08 -0.04 -0.01
H 4.36318 1.88648 2.19944 -0.02 -0.01 0.00
H 4.59221 4.23108 2.86952 0.00 0.00 0.00
H 2.57970 5.67242 3.05832 0.00 0.00 0.00
H 0.36189 4.74631 2.54881 -0.02 0.01 0.00
H -2.10857 -0.22303 2.47319 -0.04 -0.02 -0.07
H -2.62896 -1.35839 4.60697 0.00 0.00 -0.01
H -1.66773 -0.49275 6.72188 0.00 0.00 -0.01
H -0.20473 1.49945 6.68102 0.00 0.00 0.00
H 0.30557 2.62047 4.54970 0.00 -0.01 0.00
H -3.03803 2.68257 3.15633 0.01 0.00 0.00
H -4.63413 4.53396 2.89969 0.01 0.00 0.00
H -4.19861 6.33490 1.25883 0.00 0.00 0.00
H -2.16409 6.24467 -0.15253 0.00 0.00 0.00
H -0.58585 4.37813 0.08024 0.03 -0.02 -0.04
H 4.58372 -0.76331 2.87751 0.00 0.00 -0.01
H 6.86182 -1.22995 2.12340 0.00 0.00 0.00
H 7.42417 -1.10959 -0.29272 0.00 -0.01 0.00
H 5.65794 -0.58329 -1.92533 0.00 -0.01 0.00
H 2.01099 -2.75512 -1.19000 -0.01 -0.01 -0.01
H 2.34363 -4.93870 -2.26891 0.00 0.00 0.00
H 3.60543 -5.09255 -4.39502 0.00 0.00 0.00
H 4.56115 -3.04528 -5.40300 0.00 0.00 0.00
H 4.26411 -0.87084 -4.30935 -0.01 0.03 -0.01
H 2.43417 0.65726 -4.52991 -0.04 -0.02 0.00
H 3.16850 2.60056 -5.82834 0.00 0.00 0.00
H 4.63455 4.30651 -4.79668 0.00 0.00 0.00
H 5.34970 4.04580 -2.44257 0.00 0.00 0.00
H 4.62242 2.09796 -1.13566 0.00 0.01 -0.01
O -3.50842 -5.51095 4.30168 0.00 0.02 0.01
C -2.10271 -5.38580 4.19891 -0.01 0.00 0.00
C -1.75817 -4.35734 3.15858 0.03 0.04 -0.05
C -0.42678 -4.08697 2.86224 -0.05 -0.01 -0.02
C -0.14523 -3.12669 1.90815 0.02 -0.09 0.04
N -1.08523 -2.44037 1.26730 0.38 0.04 0.05
C -2.35982 -2.68927 1.54805 -0.17 0.09 -0.17
C -2.73877 -3.65058 2.48016 -0.03 0.00 0.03
C -3.34676 -1.83997 0.80389 -0.06 0.11 0.05
C -4.71909 -2.05689 0.84830 0.11 -0.05 -0.08
C -5.56712 -1.19032 0.16941 0.00 0.05 -0.06
C -7.05567 -1.42343 0.14100 0.00 0.00 0.00
O -7.45224 -2.16310 -1.00648 0.00 -0.02 0.01
C -5.00642 -0.12684 -0.52402 -0.02 -0.04 0.07
C -3.62718 0.02270 -0.52007 0.02 0.10 -0.06
N -2.82167 -0.81376 0.12297 -0.21 -0.05 0.25
H -3.71640 -6.08086 5.04666 0.00 -0.01 -0.01
H -1.64374 -6.33975 3.91605 0.01 0.00 0.00
H -1.66304 -5.07566 5.15317 0.00 0.00 0.01
H 0.38001 -4.60731 3.36395 -0.01 0.00 0.00
H 0.88135 -2.89175 1.64540 -0.02 0.01 0.02
H -3.77567 -3.84785 2.70205 -0.03 0.02 0.01
H -5.14081 -2.89154 1.39149 0.02 -0.03 0.02
H -7.58240 -0.46493 0.19128 0.00 0.00 -0.02
H -7.36160 -2.02267 0.99748 -0.01 0.01 0.01
H -7.17486 -1.68222 -1.79334 0.01 0.00 0.00
H -5.62525 0.59220 -1.04798 0.01 0.00 0.00
H -3.14188 0.84897 -1.03685 -0.02 -0.16 0.16
C -0.77132 1.25290 -3.64608 0.02 -0.01 -0.05
C -1.03642 2.35167 -2.60354 0.01 0.00 -0.24
O -0.94792 1.91024 -1.33564 0.05 0.11 0.36
C -2.46531 2.89485 -2.86988 0.10 0.09 -0.08
F -2.54963 3.59857 -4.02105 -0.05 -0.05 0.05
F -2.92893 3.67112 -1.88975 -0.02 0.02 -0.01
F -3.34028 1.86654 -2.98667 -0.07 0.02 -0.08
C -0.02749 3.51726 -2.86084 0.05 0.04 0.02
F 0.24590 3.71135 -4.16938 -0.04 -0.03 -0.02
F 1.13979 3.26042 -2.25879 0.04 -0.08 0.00
F -0.45190 4.70680 -2.38675 -0.06 -0.03 0.07
H -1.35440 0.38038 -3.35447 0.00 -0.01 -0.03
H 0.28616 0.99688 -3.61224 0.09 -0.05 0.02
H -1.03211 1.54411 -4.66393 0.02 0.01 0.01
C -2.03615 -4.04356 -4.22653 0.01 -0.01 0.00
C -1.12362 -3.07004 -4.60062 -0.01 0.00 0.01
C -0.40704 -2.42018 -3.60733 0.04 0.00 -0.01
N -0.55336 -2.67832 -2.31025 -0.04 -0.08 0.05
C -1.43169 -3.61593 -1.96127 -0.03 0.03 -0.06
C -2.19241 -4.32577 -2.87855 -0.02 0.00 0.00
H -2.61405 -4.57430 -4.97237 0.00 0.00 0.00
H -0.96452 -2.81546 -5.63967 0.00 0.00 0.00
H 0.32694 -1.66233 -3.86295 0.00 0.00 0.00
H -1.53260 -3.80040 -0.89726 0.01 -0.01 -0.01
H -2.89109 -5.07846 -2.53842 0.00 0.01 0.00
```
Positions in Å, forces in eV/Å.

Kohn-Sham gap ... 6.08 eV

Mulliken atomic charge list, values in e, 99 entries: 2.50, -1.37, 1.81, 0.43, -0.51, -0.91, -0.97, -0.36, -0.11, 0.74, 0.40, -0.15, -0.34, -0.76, -0.77, -0.37, 0.37, -0.79, -0.71, -0.73, -0.83, -0.19, 0.20, -0.09, -0.87, -0.92, 0.07, -1.14, 1.33, 0.72, -0.72, -0.42, -0.64, -0.72, -0.45, 0.38, -0.31, -0.69, -0.73, -0.64, -0.95, 0.53, 0.52, 0.04, 0.39, 0.43, 0.41, 0.50, 0.07, 0.50, 0.38, 0.42, 0.42, 0.38, 0.43, 0.37, 0.47, 0.54, 0.38, 0.43, 0.42, 0.42, 0.15, 0.46, 0.38, 0.44, 0.42, 0.24, 0.43, 0.37, 0.44, 0.28, -0.50, -0.59, -0.08, -1.31, -0.91, 0.72, 0.45, -0.71, 0.15, -0.90, 0.31, -0.98, -0.51, -0.96, -0.55, 0.61, 0.32, 0.31, 0.33, 0.48, 0.39, 0.62, 0.47, 0.35, 0.35, 0.37, 0.54

No. 3
The following is a quantum chemistry calculation of a single C2H3NO2 molecule in a non-equilibrium geometry, from the Open Molecules 2025 dataset.

XYZ file:
```
8
Properties=species:S:1:pos:R:3:forces:R:3
O 2.22053 -0.50806 0.14284 0.01 -0.11 0.16
C 1.06374 -0.53798 -0.17247 0.69 0.44 0.12
N 0.06491 0.06292 0.61170 -0.75 0.07 -1.03
C -1.17555 0.26686 -0.00370 0.44 -0.03 -0.60
O -1.61619 -0.42557 -0.88122 -0.06 -0.10 0.31
H 0.73194 -0.92476 -1.13848 -0.38 -0.29 0.13
H 0.36146 0.86830 1.13446 0.41 -0.09 0.53
H -1.65084 1.19830 0.30687 -0.35 0.11 0.38
```
Positions in Å, forces in eV/Å.

Kohn-Sham gap ... 11.15 eV
SMILES string ... O=CNC=O

Now the natural (NBO) charges, all in e: -0.54, 0.53, -0.66, 0.54, -0.55, 0.15, 0.40, 0.12

Q: Which of these has the highest Kohn-Sham gap?
A: C2H3NO2